[1]
DFT (ωB97M-V/def2-TZVPD) results for C37H29N5O4PPdS as an isolated structure in a non-equilibrium geometry.

Values from the calculation:
HOMO = -0.592 Eh
M = 777.13 g/mol
relative energy (zero: lowest compared OMol25 entry of this formula, charge and spin) = 53.66 kcal/mol
orbital gap = 5.1 eV
LUMO level = -10.98 eV
net charge = +3
total energy = -78059.1553 eV

Cartesian coordinates (Å):
Pd: -0.035 -0.158 0.179
N: 3.524 0.180 2.135
C: 2.869 0.441 3.330
C: 3.374 0.591 4.618
C: 2.464 0.910 5.597
C: 1.107 1.115 5.290
C: 0.616 0.966 4.011
C: 1.515 0.572 3.016
N: 1.378 0.351 1.626
C: 2.613 0.143 1.166
C: 2.825 -0.123 -0.243
C: 3.931 -0.155 -1.026
S: 3.481 -0.456 -2.644
C: 1.857 -0.536 -2.211
N: 1.648 -0.348 -0.926
H: 4.520 0.062 2.019
H: 4.429 0.485 4.835
H: 2.803 1.045 6.615
H: 0.436 1.433 6.077
H: -0.403 1.236 3.795
H: 4.963 0.017 -0.758
H: 1.073 -0.714 -2.930
O: -2.349 1.505 2.835
C: -1.943 0.535 2.286
O: -1.646 0.568 0.956
C: -1.776 -0.842 2.886
P: -0.900 -1.875 1.699
C: 0.428 -2.782 2.461
C: 1.697 -2.902 1.900
C: 2.669 -3.635 2.562
C: 2.371 -4.243 3.775
C: 1.098 -4.137 4.325
C: 0.118 -3.406 3.676
C: -2.076 -2.959 0.973
C: -3.324 -2.455 0.568
C: -4.279 -3.328 0.090
C: -3.995 -4.692 0.009
C: -2.755 -5.190 0.393
C: -1.780 -4.326 0.860
H: -2.768 -1.261 3.063
H: -1.233 -0.802 3.830
H: 1.919 -2.451 0.940
H: 3.657 -3.742 2.133
H: 3.131 -4.812 4.294
H: 0.866 -4.629 5.260
H: -0.872 -3.334 4.112
H: -3.546 -1.395 0.640
H: -5.252 -2.959 -0.206
H: -4.757 -5.374 -0.345
H: -2.554 -6.251 0.338
H: -0.818 -4.712 1.177
O: 0.572 7.544 0.600
C: 0.115 7.061 -0.567
O: -0.095 7.783 -1.492
C: -0.110 5.569 -0.684
C: 0.425 4.620 0.175
C: 0.208 3.270 -0.053
C: -0.564 2.863 -1.130
C: -1.107 3.812 -1.999
C: -0.869 5.151 -1.777
N: -0.755 1.460 -1.322
C: -1.573 0.976 -2.158
C: -1.665 -0.483 -2.287
C: -2.378 -1.072 -3.314
C: -2.297 -2.447 -3.492
C: -1.477 -3.184 -2.654
C: -0.816 -2.538 -1.625
N: -0.933 -1.222 -1.424
H: 0.594 6.878 1.296
H: 1.038 4.906 1.021
H: 0.627 2.538 0.625
H: -1.695 3.529 -2.861
H: -1.260 5.904 -2.447
H: -2.195 1.585 -2.807
H: -2.961 -0.453 -3.984
H: -2.838 -2.927 -4.297
H: -1.346 -4.249 -2.785
H: -0.155 -3.082 -0.966

---

[2]
DFT (ωB97M-V/def2-TZVPD) results for a 2-piece molecular cluster, C2H9NO overall in a non-equilibrium geometry.

Values from the calculation:
HOMO = -0.350 Eh
M = 63.10 g/mol
relative energy (zero: lowest compared OMol25 entry of this formula, charge and spin) = 20.06 kcal/mol
orbital gap = 10.5 eV
LUMO level = 1.02 eV
net charge = 0
structure (SMILES) = CCN.O
total energy = -5756.6532 eV

Cartesian coordinates (Å):
C: -0.863 1.407 0.177
C: -1.847 1.784 1.307
N: -1.500 3.123 1.798
H: -1.077 1.856 -0.808
H: 0.255 1.456 0.348
H: -1.227 0.422 -0.192
H: -2.896 1.693 0.923
H: -1.734 1.038 2.022
H: -1.663 3.243 2.854
H: -0.534 3.168 1.805
O: 3.532 -5.445 -2.949
H: 4.423 -5.214 -2.596
H: 2.951 -5.111 -2.258

---

[3]
DFT (ωB97M-V/def2-TZVPD) results for C7H13Cl as an isolated structure in a non-equilibrium geometry.

Values from the calculation:
HOMO = -0.337 Eh
M = 132.63 g/mol
relative energy (zero: lowest compared OMol25 entry of this formula, charge and spin) = 135.56 kcal/mol
orbital gap = 9.9 eV
LUMO level = 0.76 eV
net charge = 0
total energy = -19986.1694 eV

Cartesian coordinates (Å):
C: 0.215 -1.929 -1.654
C: 0.308 -0.389 -1.374
C: -1.157 0.046 -0.895
C: 1.270 -0.034 -0.160
C: 1.093 -0.342 1.116
C: -0.061 -1.224 1.811
C: 1.948 0.487 2.246
H: -0.253 -2.161 -2.712
H: 1.229 -2.511 -1.854
H: -0.522 -2.456 -1.002
H: 0.721 0.402 -1.978
H: -1.525 -0.663 0.062
H: -1.816 -0.208 -1.775
H: 2.114 0.470 -0.547
H: 0.363 -1.772 2.839
H: -0.956 -0.414 2.277
H: -0.379 -2.160 1.008
H: 2.974 0.978 1.648
H: 2.393 -0.150 3.336
H: 0.838 1.330 2.556
Cl: -1.581 1.743 -0.611